(1)
{"formula": "C22H29CrN3", "method": "the ωB97M-V functional and the def2-TZVPD basis", "elements": ["H", "C", "N", "H", "H", "C", "C", "H", "C", "H", "C", "H", "C", "Cr", "C", "C", "C", "H", "C", "C", "H", "H", "H", "H", "C", "H", "C", "H", "H", "C", "H", "H", "H", "C", "N", "C", "H", "C", "H", "H", "H", "H", "C", "H", "C", "C", "H", "C", "H", "C", "N", "H", "H", "H", "H"], "positions_angstrom": [[4.94, 0.48, 2.61], [0.81, 2.51, -2.00], [0.72, 1.19, -2.29], [-2.45, -0.83, 3.57], [2.98, -1.57, 3.19], [1.04, 3.01, -4.34], [2.67, -1.01, 4.07], [3.57, -0.73, 4.65], [0.42, -3.03, -4.51], [1.68, 1.79, 2.44], [0.61, -0.75, -3.63], [0.76, 2.78, -0.94], [0.28, -3.51, -3.20], [0.57, -0.03, -0.90], [1.34, 0.77, 4.93], [0.57, -1.66, -4.70], [-1.48, 1.08, 3.53], [0.13, -4.56, -3.00], [2.47, -0.03, 0.33], [4.60, -0.95, -0.46], [0.81, 0.01, 5.51], [5.13, -1.46, -1.26], [0.64, 1.57, 4.69], [0.68, -1.24, -5.69], [3.24, -0.67, -0.63], [-0.45, 1.43, 3.51], [0.73, 0.71, -3.59], [0.87, 1.26, -5.64], [-1.85, 0.02, 0.10], [0.88, 1.65, -4.62], [1.18, 3.72, -5.14], [6.29, -0.73, 0.88], [-1.77, 0.73, -1.52], [4.46, 0.13, 1.68], [1.88, 0.15, 3.72], [5.22, -0.55, 0.73], [0.40, -3.72, -5.34], [-1.39, -0.09, -0.89], [-1.94, 1.50, 2.61], [-2.06, 1.67, 4.26], [3.26, 1.62, 3.22], [-1.13, -0.69, 2.57], [2.43, 1.05, 2.73], [-1.76, -1.01, -1.35], [1.01, 3.45, -3.01], [-1.47, -0.35, 3.58], [2.75, -0.95, -1.56], [3.07, 0.37, 1.52], [1.15, 4.50, -2.75], [0.36, -2.61, -2.14], [0.56, -1.28, -2.36], [0.25, -2.93, -1.09], [2.06, -1.66, 4.73], [2.12, 1.22, 5.56], [-0.63, -0.80, 4.15]], "gap_ev": [5.77, 7.28], "spin_multiplicity": 5, "molar_mass_da": 387.49, "total_charge": 0, "lumo_energy_ha": [0.00650, -0.02123]}


(2)
{"formula": "C22H29F7MoN6S3SbSi", "method": "the ωB97M-V functional and the def2-TZVPD basis", "elements": ["Mo", "N", "C", "N", "H", "H", "C", "H", "H", "H", "H", "S", "Sb", "C", "S", "C", "C", "H", "C", "H", "C", "H", "H", "C", "C", "F", "N", "H", "C", "F", "C", "H", "H", "F", "C", "C", "N", "H", "H", "N", "F", "F", "H", "N", "H", "F", "H", "H", "H", "F", "H", "S", "Si", "H", "H", "C", "C", "H", "C", "C", "C", "C", "C", "H", "H", "C", "C", "H", "H", "H"], "positions_angstrom": [[-0.10, 0.28, -0.50], [0.54, 2.29, 3.10], [-0.27, 2.77, -2.55], [1.79, -0.49, -0.14], [-5.86, -3.07, -0.64], [5.33, -1.50, 0.96], [0.61, 2.87, 4.35], [1.16, -2.34, 0.50], [1.92, -1.73, -4.06], [0.40, -4.82, -2.48], [3.21, 2.37, -1.24], [-0.77, 4.19, -3.43], [2.33, -0.94, 4.21], [-0.18, 3.96, 4.32], [-1.28, 1.36, -2.45], [0.77, -4.00, -1.86], [3.29, -2.12, 0.73], [-1.78, -3.97, -1.52], [1.57, -1.32, -3.10], [1.86, -4.05, -1.88], [-3.17, -1.05, -0.68], [1.02, 1.44, 2.82], [-0.14, -1.10, 1.94], [4.11, 0.02, 0.07], [-4.48, -1.44, -0.53], [1.60, -2.38, 3.22], [-0.80, -1.48, -1.28], [1.22, 2.45, 5.13], [-1.64, 5.04, 2.55], [2.43, -1.96, 5.78], [-2.56, 3.99, -3.49], [-1.38, -3.63, -4.06], [-2.85, 3.16, -4.14], [3.02, 0.62, 5.03], [-0.95, -2.63, -4.02], [-3.84, -3.66, -1.11], [0.94, 2.84, -2.07], [-1.12, 5.70, 1.86], [1.26, -0.29, -3.27], [1.27, 1.71, -1.37], [-2.88, 0.26, -0.46], [4.06, -1.45, 3.67], [4.90, 0.75, -0.04], [-0.75, 4.01, 3.05], [-2.95, 3.83, -2.48], [0.59, -0.33, 4.62], [-0.36, -2.48, -4.93], [0.45, -4.19, -0.83], [3.43, -3.10, 1.15], [2.19, 0.11, 2.59], [-4.08, -4.70, -1.26], [-0.72, 2.71, 0.68], [0.14, -2.36, -2.51], [-2.94, 4.93, -3.89], [-2.02, 5.61, 3.40], [-0.63, -0.31, 1.37], [2.83, 0.36, -0.32], [-0.41, 4.68, 5.08], [-0.29, 2.98, 2.30], [-2.13, -1.90, -1.09], [2.49, 1.60, -0.99], [2.03, -1.71, 0.36], [-2.53, -3.23, -1.27], [-1.77, -1.91, -4.04], [-2.47, 4.58, 2.02], [-4.83, -2.76, -0.75], [4.35, -1.23, 0.61], [-1.41, 0.17, 1.95], [-5.20, -0.69, -0.24], [2.43, -1.33, -2.43]], "gap_ev": [6.52, 6.45], "spin_multiplicity": 4, "de_lowest_kcal_mol": 31.27, "molar_mass_da": 852.49, "total_charge": 0, "lumo_energy_ha": [-0.04096, -0.06386]}